[1]
The following is a DFT calculation (ωB97M-V/def2-TZVPD) of one molecule with the formula C5H6N4S in a non-equilibrium geometry.

Summary:
electronic energy = -22074.2597 eV
net charge = 0
orbital gap = 7.870 eV
HOMO energy = -7.7 eV
energy relative to the best compared isomer or geometry (same formula, charge and spin) = 2.709 eV

```
16
Properties=species:S:1:pos:R:3:nbo_charge:R:1
C 1.2262 -2.0692 1.3226 0.19
C 0.9092 -0.5533 -0.2538 -0.06
C -0.0193 -0.5584 0.6918 0.15
C 1.4305 1.5056 -0.9410 0.17
C -0.9777 1.0395 -0.6267 -0.06
N 0.0851 -1.5322 1.6300 -0.46
N 1.8096 -1.4787 0.1998 -0.58
N -1.0355 0.3799 0.6479 -0.58
N 0.2303 1.9360 -0.8131 -0.63
S 2.9961 1.7513 -0.8409 0.03
H 1.7146 -2.7756 1.8372 0.18
H -0.9345 0.2734 -1.3188 0.22
H -1.9647 1.5152 -0.7682 0.21
H 2.6953 -1.7313 -0.3144 0.42
H -1.2125 1.0645 1.4464 0.39
H -0.0220 2.9011 -1.1096 0.41
```



[2]
The following is a DFT calculation (ωB97M-V/def2-TZVPD) of an isolated ion of composition C5H6NO3P and charge -2 in a non-equilibrium geometry.

Summary:
electronic energy = -22200.7885 eV
SMILES string = CC1=P([O-])([O-])C(=O)C=CN1
net charge = -2
orbital gap = 5.010 eV
HOMO energy = 1.6 eV
energy relative to the best compared isomer or geometry (same formula, charge and spin) = 2.677 eV

```
16
Properties=species:S:1:pos:R:3:nbo_charge:R:1
C -1.3728 -1.4678 -0.7776 -0.66
C -0.6536 -1.0429 0.4779 -0.52
P 1.2191 -0.9758 0.3024 2.01
O 1.7234 -1.0079 1.7212 -1.22
O 1.7380 -2.0341 -0.6284 -1.21
C 1.7491 0.8304 -0.3723 0.23
O 2.7393 1.1123 -1.0789 -0.71
C 0.6775 1.7808 -0.1137 -0.53
C -0.3836 1.5170 0.7033 0.06
N -0.9845 0.2907 0.8933 -0.58
H -1.7096 -0.4996 -1.5186 0.09
H -0.6422 -2.1268 -1.2281 0.25
H -2.2939 -1.9528 -0.5574 0.15
H 0.9937 2.8286 -0.1550 0.17
H -0.7745 2.4431 1.3746 0.15
H -2.0255 0.3049 0.9576 0.34
```